# 1
2 unconnected molecules or ions with the total composition C2H2BrI in a non-equilibrium geometry, computed with the ωB97M-V functional and the def2-TZVPD basis.

Properties
SMILES string: C#CBr.I
HOMO energy, eV: -9.90
ΔE to the lowest compared entry with this formula, charge and spin, kcal/mol: 36.0
Kohn-Sham gap, eV: 10.3

Structure (ORCA input):
```
! RIJCOSX wB97M-V def2-TZVPD def2/J DEFGRID3
* xyz 0 1
C 0.486 0.929 0.022
C 1.217 -0.071 -0.001
Br 2.619 -1.214 -0.011
H -0.453 1.428 0.194
I -2.741 -0.602 -0.010
H -1.129 -0.470 -0.195
*
```

# 2
A molecular structure, C23H18Br54FNO3S in a non-equilibrium geometry, computed with the ωB97M-V functional and the def2-TZVPD basis.

Properties
HOMO energy, eV: -9.87
ΔE to the lowest compared entry with this formula, charge and spin, kcal/mol: 189.0
Kohn-Sham gap, eV: 7.3

Structure (ORCA input):
```
! RIJCOSX wB97M-V def2-TZVPD def2/J DEFGRID3
* xyz 0 1
O -2.609 -0.547 2.874
C -2.310 -0.166 1.627
O -1.206 -0.826 0.903
C -1.138 -0.145 -0.409
O -0.305 -0.329 -1.444
C -2.295 1.042 -0.449
N -2.529 2.030 -1.611
C -1.815 3.158 -1.189
S -1.090 4.554 -0.484
C -3.064 1.060 0.825
F -4.167 1.914 1.322
C 2.405 2.476 -2.470
Br 0.583 2.599 -1.800
Br 2.960 4.112 -3.364
Br 3.656 1.953 -1.075
H 2.415 1.680 -3.223
C -1.561 -4.350 0.006
Br -3.383 -4.227 0.676
Br -1.006 -2.714 -0.889
Br -0.311 -4.873 1.401
H -1.551 -5.145 -0.747
C -5.514 -7.714 -0.313
Br -5.008 -7.592 -2.188
Br -7.401 -8.134 -0.099
Br -4.380 -8.956 0.664
H -5.355 -6.723 0.126
C -3.302 -11.342 4.111
Br -2.796 -11.221 2.237
Br -5.190 -11.763 4.325
Br -2.169 -12.585 5.088
H -3.144 -10.352 4.550
C -3.878 -16.140 6.573
Br -3.475 -17.811 7.485
Br -5.265 -16.366 5.227
Br -4.311 -14.717 7.826
H -2.968 -15.836 6.046
C -6.346 -0.554 -1.643
Br -6.436 -1.881 -3.063
Br -6.795 -1.317 0.089
Br -4.627 0.355 -1.610
H -7.104 0.204 -1.865
C 7.255 3.734 -1.988
Br 8.378 3.979 -0.418
Br 7.360 5.255 -3.197
Br 7.638 2.058 -2.898
H 6.220 3.678 -1.635
C -5.207 4.242 4.371
Br -4.163 2.624 4.093
Br -6.218 4.176 6.032
Br -4.107 5.842 4.257
H -5.936 4.296 3.555
C -6.452 8.732 6.313
Br -7.901 8.453 5.046
Br -5.956 10.609 6.443
Br -6.856 7.967 8.055
H -5.579 8.197 5.923
C 11.801 4.932 -2.288
Br 12.924 5.176 -0.719
Br 11.906 6.452 -3.497
Br 12.183 3.255 -3.199
H 10.766 4.875 -1.935
C 6.468 8.553 -0.643
Br 5.550 6.838 -0.616
Br 7.553 8.819 0.949
Br 7.502 8.794 -2.273
H 5.695 9.329 -0.637
C 3.831 12.278 -0.680
Br 5.589 12.598 0.089
Br 3.416 10.379 -0.772
Br 2.443 13.278 0.245
H 3.860 12.648 -1.710
C -10.322 -5.415 1.230
Br -9.410 -6.760 2.299
Br -11.735 -4.531 2.233
Br -9.076 -4.138 0.455
H -10.801 -5.940 0.397
C 2.867 -2.735 0.761
Br 3.191 -2.566 -1.150
Br 3.419 -4.474 1.437
Br 3.677 -1.278 1.764
H 1.785 -2.663 0.909
C 4.959 5.925 -6.942
Br 3.285 6.095 -7.919
Br 4.923 6.914 -5.267
Br 5.453 4.063 -6.672
H 5.739 6.376 -7.563
C 2.390 -8.665 1.850
Br 2.356 -10.573 2.228
Br 4.156 -7.901 2.141
Br 1.714 -8.268 0.070
H 1.713 -8.185 2.564
C 0.043 6.574 -3.673
Br 0.876 8.046 -2.712
Br -1.796 6.287 -3.106
Br 0.180 6.799 -5.601
H 0.602 5.668 -3.416
C 4.790 -2.803 -5.297
Br 5.622 -1.331 -4.335
Br 2.951 -3.090 -4.730
Br 4.926 -2.579 -7.224
H 5.348 -3.709 -5.040
*
```

# 3
A molecular structure, C19H16ClIN6O6Ru, computed with the ωB97M-V functional and the def2-TZVPD basis.

Properties
HOMO energy (spin up / spin down), eV: -10.90 / -10.92
ΔE to the lowest compared entry with this formula, charge and spin, kcal/mol: 5.1
Kohn-Sham gap (spin up / spin down), eV: 7.6 / 6.1
<S²>: 8.762

Structure (ORCA input):
```
! RIJCOSX wB97M-V def2-TZVPD def2/J DEFGRID3
* xyz 1 6
Ru 0.484 0.872 -1.116
Cl 4.243 0.873 4.867
C 3.718 0.812 3.222
C 4.630 0.639 2.222
C 4.233 0.595 0.866
I 5.655 0.344 -0.617
C 2.908 0.724 0.519
O 2.455 0.722 -0.723
C 1.956 0.882 1.570
N 0.654 0.984 1.182
C -0.281 1.178 2.091
C 0.011 1.267 3.457
C 1.312 1.145 3.873
C 2.335 0.944 2.924
H 5.678 0.543 2.467
H -1.299 1.270 1.729
H -0.790 1.436 4.163
H 1.569 1.210 4.921
C -3.174 -0.841 -0.463
C -2.965 0.597 -0.772
N -1.801 1.194 -0.983
C -2.071 2.520 -1.252
C -3.416 2.723 -1.197
N -3.953 1.500 -0.894
C -4.345 3.879 -1.376
O -3.814 5.032 -1.702
O -5.526 3.678 -1.249
C -0.953 3.455 -1.548
O -1.179 4.633 -1.767
O 0.219 2.902 -1.533
H -2.207 -1.323 -0.344
H -3.714 -1.334 -1.272
H -3.751 -0.967 0.453
H -4.951 1.362 -0.799
H -2.820 4.981 -1.774
C 0.979 -5.103 -1.207
N 0.727 -3.693 -1.440
C 0.798 -3.058 -2.751
C 0.560 -1.614 -2.371
O 0.561 -0.618 -3.085
N 0.367 -1.519 -1.032
C 0.521 -2.749 -0.519
N 0.455 -2.983 0.790
H 0.652 -5.665 -2.079
H 0.395 -5.455 -0.358
H 2.038 -5.300 -1.036
H 0.022 -3.424 -3.426
H 1.773 -3.186 -3.223
H 0.398 -2.191 1.409
H 0.703 -3.874 1.180
*
```

# 4
2 unconnected molecules or ions with the total composition C4H7O2, computed with the ωB97M-V functional and the def2-TZVPD basis.

Properties
HOMO energy, eV: -4.02
ΔE to the lowest compared entry with this formula, charge and spin, kcal/mol: 20.0
Kohn-Sham gap, eV: 8.4

Structure (ORCA input):
```
! RIJCOSX wB97M-V def2-TZVPD def2/J DEFGRID3
* xyz -1 1
C 0.878 -0.714 -2.506
C 0.689 0.572 -2.253
H 0.736 -1.455 -1.730
H 1.182 -1.029 -3.500
H 0.333 0.890 -1.278
H 0.899 1.306 -3.024
O -0.687 1.386 0.787
C -0.594 0.198 1.168
O -0.363 -0.814 0.466
C -0.749 -0.045 2.688
H -0.928 -1.097 2.879
H 0.171 0.252 3.203
H -1.566 0.552 3.099
*
```

# 5
A molecular structure, C66H160BN8NaO28 in a non-equilibrium geometry, computed with the ωB97M-V functional and the def2-TZVPD basis.

Properties
HOMO energy, eV: -7.65
Kohn-Sham gap, eV: 6.8

Structure (ORCA input):
```
! RIJCOSX wB97M-V def2-TZVPD def2/J DEFGRID3
* xyz 0 1
Na 4.369 -1.522 -3.897
O -3.255 -0.170 0.594
C -2.166 0.081 -0.001
O -1.239 -0.856 -0.092
B -0.016 -0.235 -0.650
O -0.404 1.105 -1.157
C -1.622 1.394 -0.651
O -2.328 2.365 -0.778
O 0.540 -1.108 -1.723
C 1.787 -1.460 -1.301
O 2.545 -2.294 -1.808
C 2.081 -0.654 0.027
O 0.987 -0.065 0.435
O 3.060 -0.862 0.672
C 7.206 -0.520 2.861
C 7.280 1.017 3.204
C 8.373 1.261 4.332
O 7.575 1.705 2.046
H 8.154 -0.852 2.438
H 6.443 -0.691 2.102
H 6.939 -1.118 3.733
H 6.263 1.250 3.518
H 9.347 0.958 3.948
H 8.025 0.686 5.190
H 8.415 2.327 4.559
H 6.759 1.652 1.542
C 2.704 3.115 0.992
C 3.875 2.468 1.826
C 3.292 1.817 3.097
O 4.453 1.453 1.044
H 2.474 4.062 1.482
H 1.769 2.562 0.904
H 3.175 3.354 0.038
H 4.551 3.311 1.970
H 3.973 1.652 3.933
H 2.834 0.887 2.759
H 2.565 2.430 3.631
H 3.891 0.682 1.147
C 0.999 -6.818 -0.887
C 1.685 -5.668 -1.584
C 0.931 -5.114 -2.833
O 1.860 -4.639 -0.682
H 0.521 -7.378 -1.691
H 0.195 -6.591 -0.186
H 1.594 -7.578 -0.381
H 2.581 -6.078 -2.049
H 0.114 -4.468 -2.512
H 0.352 -5.845 -3.398
H 1.461 -4.485 -3.547
H 2.086 -3.886 -1.233
C 2.775 0.033 7.459
C 4.130 -0.598 7.091
C 4.123 -1.626 5.847
O 5.022 0.528 6.867
H 2.907 0.667 8.335
H 2.120 -0.732 7.877
H 2.249 0.505 6.629
H 4.385 -1.086 8.032
H 5.100 -2.088 5.699
H 3.782 -1.250 4.883
H 3.433 -2.464 5.947
H 4.951 1.174 7.573
C 4.797 -5.443 1.431
C 3.523 -5.383 2.281
C 3.046 -4.020 2.594
O 2.496 -6.143 1.804
H 4.626 -5.237 0.375
H 5.246 -6.424 1.587
H 5.584 -4.729 1.678
H 3.803 -5.841 3.229
H 2.919 -3.324 1.765
H 3.922 -3.507 2.990
H 2.250 -3.749 3.288
H 2.102 -5.917 0.958
C -0.474 1.032 5.201
C 0.198 0.583 3.903
C -0.476 -0.735 3.248
O 0.065 1.491 2.861
H -0.620 2.095 5.009
H 0.250 0.735 5.960
H -1.424 0.501 5.267
H 1.230 0.333 4.149
H -1.546 -0.660 3.054
H -0.491 -1.566 3.953
H 0.052 -1.209 2.421
H 0.224 1.074 2.011
C -5.385 -7.850 -3.909
O -6.546 -6.988 -3.940
C -6.394 -5.663 -3.337
C -5.564 -5.601 -2.009
N -5.297 -4.226 -1.694
C -4.762 -3.852 -0.343
C -4.071 -4.976 0.511
O -3.493 -4.638 1.719
C -2.470 -3.646 1.580
H -4.391 -7.501 -4.187
H -5.599 -8.798 -4.402
H -5.334 -8.068 -2.842
H -7.366 -5.170 -3.345
H -5.911 -5.035 -4.086
H -4.631 -6.132 -2.197
H -6.077 -6.029 -1.148
H -4.965 -3.660 -2.462
H -5.604 -3.544 0.276
H -4.099 -2.987 -0.374
H -3.316 -5.549 -0.027
H -4.782 -5.729 0.851
H -1.837 -3.753 2.461
H -2.885 -2.645 1.456
H -1.886 -3.924 0.703
C -0.696 6.266 -0.053
O -0.631 6.207 1.337
C -1.617 5.307 1.825
C -1.147 4.793 3.181
N -1.079 5.913 4.103
C -0.353 5.670 5.347
C 1.208 5.479 5.274
O 1.761 6.222 4.104
C 3.188 6.344 3.999
H -0.739 5.261 -0.474
H 0.183 6.758 -0.468
H -1.557 6.833 -0.409
H -1.770 4.374 1.282
H -2.574 5.817 1.716
H -0.207 4.316 2.903
H -1.789 3.972 3.501
H -0.552 6.533 3.504
H -0.812 4.808 5.830
H -0.640 6.489 6.006
H 1.393 4.418 5.110
H 1.728 5.693 6.208
H 3.486 6.931 4.868
H 3.463 6.866 3.082
H 3.512 5.304 4.025
C -0.495 -1.597 -6.724
O -1.462 -2.506 -6.185
C -1.023 -2.895 -4.895
C -2.195 -3.569 -4.036
N -3.395 -2.706 -4.107
C -3.091 -1.315 -3.635
C -4.412 -0.519 -3.477
O -4.326 0.753 -4.149
C -5.605 1.420 -4.057
H -0.856 -1.290 -7.706
H 0.374 -2.208 -6.966
H -0.252 -0.723 -6.120
H -0.653 -2.010 -4.379
H -0.173 -3.575 -4.844
H -1.898 -3.562 -2.987
H -2.365 -4.585 -4.389
H -3.524 -2.607 -5.104
H -2.409 -0.773 -4.291
H -2.449 -1.341 -2.754
H -4.654 -0.371 -2.425
H -5.273 -0.989 -3.950
H -5.358 2.479 -3.991
H -6.157 1.133 -3.162
H -6.283 1.163 -4.871
C 1.658 0.636 -4.537
O 3.045 0.419 -4.102
C 3.538 1.657 -3.554
C 5.023 1.399 -3.182
N 5.161 0.264 -2.245
C 6.586 -0.048 -2.059
C 6.789 -1.428 -1.544
O 6.225 -2.331 -2.560
C 6.431 -3.697 -2.220
H 1.085 -0.290 -4.499
H 1.822 0.938 -5.572
H 1.045 1.369 -4.014
H 3.014 1.896 -2.628
H 3.468 2.478 -4.267
H 5.355 2.358 -2.787
H 5.601 1.126 -4.065
H 4.945 0.460 -1.278
H 7.007 0.528 -1.235
H 7.223 -0.025 -2.944
H 6.370 -1.467 -0.539
H 7.858 -1.609 -1.432
H 5.815 -4.322 -2.865
H 6.176 -3.945 -1.189
H 7.441 -4.090 -2.332
C -5.689 3.831 8.456
O -5.549 3.027 7.290
C -6.831 2.798 6.628
C -6.455 2.031 5.283
N -6.525 0.618 5.499
C -5.937 -0.165 4.377
C -4.380 -0.328 4.523
O -3.915 -1.311 5.441
C -4.176 -2.648 5.163
H -5.393 3.275 9.345
H -6.706 4.192 8.614
H -4.912 4.594 8.417
H -7.373 3.693 6.322
H -7.457 2.194 7.285
H -5.436 2.354 5.072
H -7.112 2.252 4.441
H -6.163 0.381 6.411
H -6.145 0.224 3.380
H -6.455 -1.110 4.542
H -3.917 0.625 4.778
H -3.971 -0.558 3.540
H -5.081 -2.957 4.640
H -4.165 -3.262 6.064
H -3.343 -2.984 4.546
C 1.509 5.652 -3.989
O 0.898 5.407 -5.283
C 0.883 3.992 -5.625
C -0.513 3.360 -5.356
N -1.524 4.043 -6.062
C -2.832 3.865 -5.452
C -3.091 4.860 -4.288
O -4.465 4.889 -3.803
C -4.591 5.512 -2.569
H 1.495 6.738 -3.899
H 2.575 5.429 -3.934
H 0.946 5.218 -3.163
H 1.766 3.417 -5.347
H 1.131 3.866 -6.679
H -0.695 3.518 -4.293
H -0.530 2.292 -5.575
H -1.259 5.015 -5.997
H -2.865 2.890 -4.966
H -3.629 3.916 -6.193
H -2.842 5.908 -4.456
H -2.414 4.660 -3.458
H -4.256 5.016 -1.658
H -5.629 5.831 -2.483
H -4.005 6.423 -2.446
C -7.260 1.411 0.561
C -5.961 2.193 0.278
C -5.146 2.520 1.611
O -5.973 3.327 2.343
C -5.291 4.259 3.222
N -5.220 1.196 -0.452
H -7.601 1.083 -0.421
H -8.035 2.023 1.022
H -7.122 0.552 1.218
H -6.189 3.082 -0.311
H -4.343 3.150 1.227
H -4.816 1.665 2.200
H -4.387 3.967 3.757
H -6.047 4.666 3.893
H -5.035 5.000 2.465
H -4.544 1.769 -0.935
H -4.605 0.753 0.215
C 6.821 -2.732 -6.272
C 5.633 -1.817 -6.762
C 4.209 -2.495 -6.826
O 3.646 -3.068 -5.631
C 3.647 -4.509 -5.616
N 5.697 -0.685 -5.839
H 6.480 -3.552 -5.639
H 7.709 -2.177 -5.970
H 7.150 -3.298 -7.143
H 5.792 -1.412 -7.762
H 4.187 -3.200 -7.657
H 3.522 -1.703 -7.124
H 2.858 -4.975 -6.206
H 3.597 -4.799 -4.566
H 4.463 -4.764 -6.292
H 6.669 -0.413 -5.819
H 5.343 0.147 -6.289
*
```

# 6
2 unconnected molecules or ions with the total composition C4H9N in a non-equilibrium geometry, computed with the ωB97M-V functional and the def2-TZVPD basis.

Properties
HOMO energy (spin up / spin down), eV: 0.72 / -2.13
ΔE to the lowest compared entry with this formula, charge and spin, kcal/mol: 45.6
Kohn-Sham gap (spin up / spin down), eV: 2.1 / 4.9
<S²>: 0.754

Structure (ORCA input):
```
! RIJCOSX wB97M-V def2-TZVPD def2/J DEFGRID3
* xyz -1 2
C 3.965 -1.329 4.121
C 4.144 -0.058 3.802
H 3.796 -1.632 5.138
H 4.122 -2.138 3.418
H 4.118 0.713 4.556
H 4.272 0.313 2.796
C -2.107 0.164 -3.247
C -4.290 0.881 -2.634
N -3.563 0.081 -3.443
H -1.889 1.226 -3.088
H -1.689 -0.556 -2.553
H -1.759 -0.059 -4.263
H -5.171 1.391 -3.009
H -3.947 1.000 -1.596
*
```

# 7
A single C18H29NO2 molecule, computed with the ωB97M-V functional and the def2-TZVPD basis.

Properties
SMILES string: Cc1ccc(C)c(OC[C@@H](O)CN2CCC(C)CC2)c1C
HOMO energy, eV: -8.08
ΔE to the lowest compared entry with this formula, charge and spin, kcal/mol: 8.3
Kohn-Sham gap, eV: 8.9

Structure (ORCA input):
```
! RIJCOSX wB97M-V def2-TZVPD def2/J DEFGRID3
* xyz 0 1
C -4.172 -3.000 0.324
C -4.075 -1.520 0.112
C -5.205 -0.722 0.214
C -5.131 0.637 -0.018
C -3.925 1.250 -0.321
C -3.895 2.718 -0.638
C -2.773 0.459 -0.363
O -1.532 1.012 -0.641
C -1.056 1.999 0.262
C 0.236 1.518 0.948
O -0.051 0.462 1.833
C 1.309 1.152 -0.095
N 2.640 1.377 0.429
C 3.667 1.524 -0.583
C 4.076 0.203 -1.248
C 4.551 -0.789 -0.185
C 4.923 -2.132 -0.807
C 3.454 -0.948 0.869
C 3.053 0.419 1.440
C -2.848 -0.927 -0.186
C -1.619 -1.776 -0.337
H -5.185 -3.280 0.603
H -3.905 -3.537 -0.587
H -3.493 -3.324 1.111
H -6.156 -1.173 0.454
H -6.028 1.238 0.025
H -3.092 2.942 -1.336
H -3.751 3.318 0.261
H -4.841 3.014 -1.087
H -0.848 2.919 -0.296
H -1.800 2.206 1.036
H 0.622 2.330 1.572
H -0.505 -0.225 1.328
H 1.137 0.116 -0.428
H 1.177 1.803 -0.962
H 3.317 2.235 -1.335
H 4.543 1.959 -0.089
H 4.870 0.390 -1.973
H 3.223 -0.216 -1.785
H 5.440 -0.371 0.302
H 5.268 -2.825 -0.042
H 5.716 -2.008 -1.542
H 4.062 -2.574 -1.304
H 3.801 -1.588 1.682
H 2.585 -1.429 0.416
H 2.240 0.305 2.156
H 3.912 0.854 1.962
H -1.801 -2.575 -1.055
H -0.790 -1.177 -0.704
H -1.346 -2.243 0.611
*
```